1.
{"formula": "C7H11Cl", "method": "the ωB97M-V functional and the def2-TZVPD basis", "species": ["C", "C", "Cl", "C", "C", "C", "C", "C", "H", "H", "H", "H", "H", "H", "H", "H", "H", "H", "H"], "positions_angstrom": [[2.0123, 1.4044, -1.1744], [1.8242, 0.4931, -0.2486], [2.9149, 0.0340, 0.9345], [0.3560, -0.5713, -0.0796], [0.5690, -1.9495, -0.7012], [-0.7440, 0.0451, 0.3522], [-2.1520, -0.5734, 0.4958], [-0.8980, 1.3745, 0.9563], [2.8276, 1.9792, -1.0382], [1.2441, 1.5298, -1.9295], [-0.1364, -2.5240, -0.3121], [1.6308, -2.4391, -0.3839], [0.6261, -1.7319, -1.7085], [-2.1962, -0.9501, 1.4095], [-2.8148, 0.1858, 0.1934], [-2.2717, -1.4776, -0.1485], [-1.5912, 1.8954, 0.4773], [0.0867, 1.8910, 0.8379], [-1.2875, 1.3848, 2.0676]], "mulliken_charge": [-0.724, 0.057, -0.186, 0.035, -1.342, 1.048, -1.685, -1.304, 0.375, 0.268, 0.536, 0.255, 0.315, 0.464, 0.447, 0.351, 0.480, 0.341, 0.267], "smiles": "C=C(Cl)C(C)=C(C)C", "de_lowest_kj_mol": 310.6, "homo_ev": -9.058, "gap_ha": 0.3668}

=====

2.
{"formula": "C72H198N18O18", "method": "the ωB97M-V functional and the def2-TZVPD basis", "species": ["C", "C", "C", "O", "C", "N", "H", "H", "H", "H", "H", "H", "H", "H", "H", "H", "H", "C", "C", "C", "O", "C", "N", "H", "H", "H", "H", "H", "H", "H", "H", "H", "H", "H", "C", "C", "C", "O", "C", "N", "H", "H", "H", "H", "H", "H", "H", "H", "H", "H", "H", "C", "C", "C", "O", "C", "N", "H", "H", "H", "H", "H", "H", "H", "H", "H", "H", "H", "C", "C", "C", "O", "C", "N", "H", "H", "H", "H", "H", "H", "H", "H", "H", "H", "H", "C", "C", "C", "O", "C", "N", "H", "H", "H", "H", "H", "H", "H", "H", "H", "H", "H", "C", "C", "C", "O", "C", "N", "H", "H", "H", "H", "H", "H", "H", "H", "H", "H", "H", "C", "C", "C", "O", "C", "N", "H", "H", "H", "H", "H", "H", "H", "H", "H", "H", "H", "C", "C", "C", "O", "C", "N", "H", "H", "H", "H", "H", "H", "H", "H", "H", "H", "H", "C", "C", "C", "O", "C", "N", "H", "H", "H", "H", "H", "H", "H", "H", "H", "H", "H", "C", "C", "C", "O", "C", "N", "H", "H", "H", "H", "H", "H", "H", "H", "H", "H", "H", "C", "C", "C", "O", "C", "N", "H", "H", "H", "H", "H", "H", "H", "H", "H", "H", "H", "C", "C", "C", "O", "C", "N", "H", "H", "H", "H", "H", "H", "H", "H", "H", "H", "H", "C", "C", "C", "O", "C", "N", "H", "H", "H", "H", "H", "H", "H", "H", "H", "H", "H", "C", "C", "C", "O", "C", "N", "H", "H", "H", "H", "H", "H", "H", "H", "H", "H", "H", "C", "C", "C", "O", "C", "N", "H", "H", "H", "H", "H", "H", "H", "H", "H", "H", "H", "C", "C", "C", "O", "C", "N", "H", "H", "H", "H", "H", "H", "H", "H", "H", "H", "H", "C", "C", "C", "O", "C", "N", "H", "H", "H", "H", "H", "H", "H", "H", "H", "H", "H"], "positions_angstrom": [[2.6702, 2.9780, -2.6190], [1.5403, 3.9746, -2.6539], [2.0129, 5.3464, -3.1341], [2.7657, 5.9039, -2.0987], [3.2788, 7.1556, -2.5232], [0.5283, 3.5121, -3.6171], [3.5674, 3.4236, -2.1171], [3.0190, 2.7151, -3.5799], [2.3700, 2.0138, -2.1822], [1.1089, 4.1036, -1.6224], [1.1759, 6.0069, -3.2966], [2.6352, 5.1683, -4.0425], [2.4630, 7.8767, -2.5267], [3.7901, 7.0986, -3.5480], [4.0516, 7.4465, -1.8268], [-0.2727, 4.1770, -3.6075], [0.1228, 2.6364, -3.3111], [3.4890, -0.4857, -4.1268], [4.7050, -0.7662, -3.2232], [5.4589, 0.5043, -3.0911], [6.5815, 0.3457, -2.2099], [7.2758, 1.5616, -1.9355], [4.3197, -1.3184, -1.9675], [2.7522, 0.2290, -3.7733], [2.9152, -1.3574, -4.3585], [3.9194, -0.1595, -5.1161], [5.3149, -1.4699, -3.8053], [4.8953, 1.3901, -2.7117], [5.8796, 0.7554, -4.0958], [7.7498, 1.9603, -2.7799], [8.0856, 1.1940, -1.2481], [6.6695, 2.3076, -1.3480], [4.1709, -2.3293, -1.9742], [5.0176, -1.0761, -1.1983], [-7.4440, 2.3574, 0.8656], [-6.2961, 3.3454, 0.7775], [-4.8959, 2.7122, 0.3754], [-4.3987, 1.8803, 1.4634], [-3.8186, 0.6209, 1.0749], [-6.5491, 4.3701, -0.1398], [-7.0859, 1.4500, 1.3267], [-7.6837, 2.1077, -0.1462], [-8.3267, 2.7497, 1.4017], [-6.1765, 3.8082, 1.7378], [-4.2507, 3.5794, 0.3453], [-4.8636, 2.2613, -0.5563], [-3.0259, 0.7537, 0.3704], [-4.6206, -0.0252, 0.5817], [-3.3460, 0.1240, 1.9033], [-6.8456, 4.0616, -1.0444], [-7.3170, 4.9786, 0.2117], [-0.4994, 4.0386, 1.3320], [-1.2421, 5.0289, 0.5295], [-0.3574, 6.2397, 0.1904], [-0.1329, 7.1867, 1.1961], [-1.0982, 8.2511, 1.0034], [-1.5259, 4.4620, -0.8130], [-0.9760, 3.0447, 1.4254], [-0.2036, 4.3826, 2.2837], [0.2374, 3.7055, 0.6040], [-2.1052, 5.4585, 1.0352], [-0.8812, 6.6069, -0.7387], [0.6102, 5.8771, -0.0968], [-1.2375, 8.7770, 1.9399], [-2.0178, 7.7749, 0.7263], [-0.7898, 8.9144, 0.1658], [-1.6293, 3.4410, -0.8503], [-2.4424, 4.7633, -1.1808], [2.1731, -4.4370, -5.4026], [0.7285, -4.5697, -4.8412], [0.3584, -3.3588, -4.0660], [1.2109, -3.3429, -2.9782], [1.0054, -2.2370, -2.1161], [-0.1363, -4.9368, -5.9688], [2.7389, -3.9622, -4.5885], [2.1216, -3.7400, -6.2867], [2.5785, -5.3761, -5.7337], [0.7898, -5.4187, -4.0939], [-0.6639, -3.2798, -3.5732], [0.5762, -2.5081, -4.6702], [-0.0296, -2.1004, -1.8222], [1.2978, -1.2577, -2.4649], [1.6593, -2.5239, -1.2953], [0.2245, -4.5440, -6.8540], [-1.0672, -4.6305, -5.9607], [-2.1196, -6.6673, 5.4219], [-1.1728, -5.7399, 4.6985], [-1.8530, -5.2792, 3.4173], [-1.0546, -4.3020, 2.7997], [-1.5752, -3.8010, 1.6316], [-0.8312, -4.5704, 5.5980], [-1.5985, -6.9188, 6.3195], [-2.3388, -7.5158, 4.7846], [-3.0934, -6.1934, 5.6207], [-0.2707, -6.2675, 4.4852], [-2.7979, -4.8118, 3.6925], [-2.0236, -6.1525, 2.7566], [-2.4462, -3.1558, 1.8406], [-1.8162, -4.5218, 0.8752], [-0.7817, -3.1833, 1.1083], [0.0412, -4.1347, 5.3002], [-1.5629, -3.8434, 5.5896], [4.8913, 6.3669, 2.4335], [4.1927, 6.1142, 1.0954], [3.7589, 4.6121, 1.0270], [4.9327, 3.8918, 1.2382], [4.9216, 2.5243, 0.9175], [3.1070, 7.0135, 0.8515], [4.5046, 5.8740, 3.2790], [4.7911, 7.4306, 2.7552], [5.9166, 6.0457, 2.3088], [4.9311, 6.2777, 0.2703], [3.2833, 4.4031, 0.0357], [3.0227, 4.4147, 1.8110], [5.9769, 2.1413, 1.0524], [4.6060, 2.4239, -0.1225], [4.2250, 1.9772, 1.5863], [2.3940, 6.9476, 1.6063], [2.6787, 6.7403, 0.0179], [0.3713, -0.5085, 2.1724], [1.0420, -0.7381, 0.8608], [0.8169, 0.4251, -0.0208], [-0.6070, 0.3973, -0.3294], [-0.9146, 1.2490, -1.4235], [2.4757, -0.8879, 1.0367], [-0.6835, -0.2952, 1.9449], [0.8044, 0.3603, 2.6679], [0.3723, -1.4226, 2.7497], [0.5619, -1.6294, 0.3199], [1.4512, 0.3610, -0.8823], [1.0330, 1.4155, 0.3955], [-0.3143, 2.1774, -1.4187], [-2.0298, 1.4930, -1.3634], [-0.8604, 0.7247, -2.3678], [2.7006, -1.6951, 1.5758], [2.8951, -1.0366, 0.1195], [3.3788, -5.4017, 4.1064], [2.9076, -4.1301, 3.4534], [2.8866, -2.8726, 4.2710], [2.2579, -3.0357, 5.5086], [2.0674, -1.7327, 6.1429], [3.7071, -3.8303, 2.2385], [2.7153, -5.7069, 4.9257], [4.3109, -5.3018, 4.6520], [3.4147, -6.2002, 3.4087], [1.8653, -4.2823, 3.2267], [2.5221, -2.0355, 3.7262], [3.9277, -2.5578, 4.4828], [3.0589, -1.3603, 6.2925], [1.6090, -1.9050, 7.0749], [1.4400, -1.0630, 5.5845], [3.7646, -4.6590, 1.6327], [4.5933, -3.5302, 2.6174], [-0.1951, 0.2342, -5.7455], [-0.5843, 1.6459, -6.1198], [-0.6370, 1.7536, -7.6385], [-1.4348, 0.7052, -8.1467], [-1.1980, 0.5319, -9.5283], [-1.8776, 1.9880, -5.5383], [-0.2869, 0.0915, -4.6395], [0.8190, -0.0518, -6.0717], [-0.9550, -0.3753, -6.2355], [0.1818, 2.3771, -5.7990], [0.3846, 1.5998, -8.0771], [-1.0146, 2.7252, -7.9510], [-1.1301, 1.4485, -10.0927], [-2.0906, 0.0253, -9.9001], [-0.3194, -0.0651, -9.6634], [-1.9989, 2.9778, -5.7860], [-2.6291, 1.4406, -5.9255], [-2.4291, -5.8366, -3.0772], [-2.9688, -5.5511, -1.6859], [-3.4363, -4.0849, -1.4262], [-2.4329, -3.1376, -1.7316], [-2.8201, -1.8189, -1.4830], [-4.2217, -6.3526, -1.5022], [-2.3627, -6.9171, -3.3379], [-1.4259, -5.3997, -3.1450], [-2.9753, -5.2944, -3.8624], [-2.1535, -5.7051, -0.9272], [-3.6649, -4.0488, -0.3629], [-4.4160, -3.9758, -1.9626], [-3.6493, -1.3176, -2.0698], [-1.9223, -1.1648, -1.7053], [-3.0316, -1.6533, -0.4244], [-4.4384, -6.1540, -0.5328], [-3.9239, -7.3824, -1.6427], [-6.0034, -1.9011, 5.7480], [-4.9013, -1.3007, 4.8262], [-3.5986, -2.1632, 4.8744], [-2.8108, -1.9445, 6.0759], [-1.9711, -0.8215, 5.8245], [-5.4058, -1.2965, 3.4128], [-5.6006, -2.0873, 6.7737], [-6.3202, -2.8136, 5.2736], [-6.8901, -1.2827, 5.8448], [-4.7194, -0.2252, 5.1721], [-2.9891, -1.8569, 4.0206], [-3.8968, -3.1958, 4.7520], [-2.4953, 0.1665, 5.5445], [-1.3377, -1.0080, 4.9086], [-1.3429, -0.6214, 6.7155], [-6.3512, -1.0716, 3.2941], [-4.8011, -0.8204, 2.7789], [3.3492, 1.2141, 4.4152], [2.1291, 2.0560, 4.7432], [2.1010, 2.4264, 6.2351], [1.9043, 1.2470, 6.9702], [1.7958, 1.4761, 8.3444], [2.0571, 3.1582, 3.8236], [4.2453, 1.7585, 4.5735], [3.2606, 0.7582, 3.4147], [3.3679, 0.4644, 5.2320], [1.2828, 1.4086, 4.5586], [1.2956, 3.1322, 6.2950], [3.0037, 3.0374, 6.4879], [1.9958, 0.5169, 8.8526], [0.7831, 1.8412, 8.6301], [2.5051, 2.2384, 8.6065], [1.3326, 3.8463, 4.0256], [2.9313, 3.6624, 3.7629], [5.5180, -5.5778, -0.5395], [4.3903, -5.9345, -1.5468], [3.0013, -5.3036, -1.3435], [2.4445, -5.6413, -0.0377], [1.2503, -4.9843, 0.1500], [4.9035, -5.6778, -2.9082], [6.4917, -5.8500, -0.9921], [5.3781, -6.1354, 0.3905], [5.5983, -4.4755, -0.3721], [4.3841, -7.0212, -1.4121], [2.2714, -5.7238, -2.0830], [3.0716, -4.1980, -1.3422], [1.4614, -3.9728, 0.4595], [0.7070, -5.5294, 0.9279], [0.5960, -4.9828, -0.7235], [5.7114, -5.0115, -2.8613], [4.1842, -5.1192, -3.4221], [-4.6331, -2.6846, -5.1537], [-3.6108, -2.1368, -6.1121], [-3.4679, -2.9797, -7.3991], [-2.9412, -4.2405, -7.0298], [-2.9840, -5.1787, -8.1046], [-3.9367, -0.7740, -6.4496], [-4.2638, -3.6142, -4.7994], [-5.5816, -2.6616, -5.6634], [-4.6670, -2.1127, -4.1934], [-2.6429, -2.1616, -5.5356], [-2.8811, -2.4510, -8.1284], [-4.4894, -3.2140, -7.7272], [-2.5088, -6.0590, -7.7055], [-2.4117, -4.8521, -8.9450], [-4.0311, -5.3798, -8.4661], [-3.1879, -0.3455, -6.9662], [-4.8164, -0.6432, -6.9491], [-4.4218, 2.0263, 7.2669], [-5.0326, 2.7713, 6.0539], [-4.1384, 2.5615, 4.7925], [-2.7318, 2.7892, 5.2681], [-1.8415, 2.6446, 4.2036], [-6.3725, 2.2267, 5.6735], [-4.6564, 0.9485, 7.0311], [-5.0005, 2.3475, 8.1801], [-3.3803, 2.2321, 7.3458], [-5.0769, 3.8005, 6.3515], [-4.3584, 3.3327, 4.0262], [-4.2664, 1.5048, 4.3961], [-2.1427, 3.3354, 3.3352], [-1.7223, 1.6013, 3.8196], [-0.7952, 2.9334, 4.5172], [-6.7286, 2.9093, 4.9973], [-6.9692, 2.3098, 6.4962], [7.2283, -0.6352, 0.9109], [6.4221, -1.5141, 1.9403], [7.3937, -2.2919, 2.8028], [6.6940, -3.1067, 3.6872], [7.1185, -3.3013, 5.0170], [5.6108, -0.6162, 2.8009], [8.1034, -0.2004, 1.3489], [6.5655, 0.1613, 0.6237], [7.5673, -1.1795, 0.0467], [5.7150, -2.0491, 1.3859], [7.9521, -1.4532, 3.3159], [8.0476, -2.8925, 2.1339], [8.1922, -3.4424, 5.1488], [6.5286, -4.1996, 5.3755], [6.7300, -2.3710, 5.5966], [4.8881, -0.1814, 2.2115], [5.1877, -1.1984, 3.5405], [-3.8362, 6.3720, -3.8224], [-4.7591, 5.6114, -2.8359], [-4.6895, 4.0941, -3.1086], [-5.2666, 3.7695, -4.3141], [-5.2148, 2.3373, -4.5394], [-4.2741, 5.7524, -1.5309], [-4.1029, 6.1440, -4.8707], [-2.7555, 6.0198, -3.6945], [-3.8587, 7.4278, -3.5469], [-5.8008, 5.9493, -2.9742], [-5.2618, 3.6338, -2.2868], [-3.6095, 3.7961, -3.0618], [-5.4572, 2.1531, -5.5796], [-5.9427, 1.8863, -3.8213], [-4.1968, 1.9377, -4.3461], [-4.0387, 6.7238, -1.2776], [-4.9571, 5.3482, -0.9208]], "mulliken_charge": [-1.276, 2.730, -1.688, 0.053, -0.983, -0.148, 0.312, 0.843, -0.724, -1.080, 0.562, 0.452, 0.374, 0.273, 0.253, 0.223, -0.331, -0.658, 0.713, -0.635, -0.250, -0.648, 0.487, -0.139, -0.037, 0.619, 0.045, -0.203, 0.481, 0.444, 0.183, 0.138, -0.450, -0.228, -1.506, -0.061, -0.814, 0.281, 0.086, -0.398, 0.208, 0.429, 0.362, 0.378, -0.201, 0.901, -0.323, 0.617, -0.542, 0.232, 0.231, -0.514, 1.201, -0.281, -0.362, -0.630, 1.538, -0.766, 1.050, -0.663, 0.533, 0.501, -0.695, 0.327, 0.183, 0.256, -0.756, -0.750, -1.103, 0.263, 0.414, 0.637, 1.771, -0.453, -0.193, 0.459, 0.371, 0.051, -0.481, -0.160, -0.095, -0.500, -1.052, 0.373, 0.112, -1.751, 0.440, -0.822, 1.133, -0.480, -0.627, 0.443, 0.386, 0.278, 0.436, 0.105, 0.335, 0.300, 0.247, -0.782, 0.136, 0.103, -1.642, 0.467, 2.315, -0.626, 1.200, -0.568, 0.284, 0.407, 0.392, 0.157, -1.135, -0.552, 0.191, -0.325, -0.709, 0.308, -0.025, 0.071, 3.137, -0.511, 2.190, -0.059, 1.315, -0.325, -0.577, 0.017, -1.870, -0.903, 0.287, -0.523, -0.288, -0.452, -0.749, -0.653, -1.981, 1.162, 1.169, -0.614, -0.823, 0.331, 0.350, 0.066, 0.542, -0.491, -0.207, 0.001, 0.534, 0.533, 0.048, -0.327, -0.134, -0.060, 0.533, -1.329, -0.166, -1.025, 0.075, -0.797, 0.436, 0.012, -0.010, 0.492, 0.512, 0.373, 0.227, 0.376, 0.312, 0.036, -0.857, 1.348, -1.229, 0.517, 0.242, -0.744, 0.452, -0.181, 0.075, -0.348, 0.353, 0.347, 0.108, -0.630, -0.286, 0.281, 0.360, -1.802, 2.505, -0.616, -0.580, 0.563, -0.457, 0.312, 0.479, 0.471, -1.714, 0.223, 0.372, -0.254, -0.317, 0.505, 0.320, 0.059, -0.729, 1.028, -1.532, -0.045, -0.922, 0.091, 0.717, -0.682, 0.310, -0.331, 0.502, 0.415, 0.235, 0.260, 0.359, 0.365, 0.079, -1.549, 0.215, 1.012, -0.613, 0.356, -0.756, 0.512, 0.352, 0.237, 0.441, 0.175, -0.736, -0.326, 0.290, 0.021, 0.310, 0.146, -1.769, 1.874, -1.010, -0.132, -1.016, -0.225, 0.291, 0.581, 0.177, -0.834, 0.492, 0.335, 0.287, 0.395, 0.299, -0.053, 0.242, -1.158, -0.295, 0.454, -0.618, 0.479, -0.533, 0.173, 0.425, 0.278, 0.534, 0.653, -0.582, 0.147, -0.170, -0.338, 0.232, 0.272, -1.080, 1.543, -1.016, -0.081, -0.813, -0.390, 0.528, -0.383, 0.424, -0.479, 0.429, 0.244, 0.340, 0.174, 0.279, -0.193, 0.210, -1.314, 0.069, 0.753, -0.550, -0.356, -0.375, 0.359, 0.059, 0.429, 0.399, -0.218, -0.179, 0.314, 0.271, -0.064, 0.224, 0.024], "de_lowest_kj_mol": 282.5, "homo_ev": -8.516, "gap_ha": 0.3273}